# 1
{
  "formula": "C35H35ClCrN5O4Se",
  "method": "wB97M-V/def2-TZVPD",
  "charge": 1,
  "homo_energy_ev": [-11.315, -11.311],
  "gap_ev": [6.89, 6.87],
  "symbols": ["Cr", "N", "C", "C", "C", "C", "C", "C", "C", "C", "C", "C", "C", "C", "H", "H", "H", "H", "H", "H", "H", "H", "H", "H", "O", "Cl", "O", "O", "O", "Se", "N", "C", "C", "C", "C", "N", "C", "N", "H", "H", "H", "C", "C", "C", "C", "C", "C", "H", "H", "H", "H", "H", "C", "C", "C", "C", "C", "C", "C", "C", "C", "C", "C", "C", "N", "H", "H", "H", "H", "H", "H", "H", "H", "H", "H", "H", "H", "H", "H", "H", "H", "H"],
  "xyz": [[-0.079, -0.803, -0.233], [0.157, 0.542, 1.400], [0.758, 0.139, 2.646], [0.108, 0.359, 3.849], [0.687, -0.086, 5.028], [1.913, -0.737, 4.997], [2.577, -0.907, 3.792], [2.007, -0.462, 2.606], [2.672, -0.526, 1.294], [4.055, -0.368, 1.184], [4.672, -0.275, -0.054], [3.910, -0.319, -1.212], [2.530, -0.477, -1.125], [1.945, -0.601, 0.116], [0.703, 1.321, 0.989], [-0.741, 1.003, 1.563], [-0.830, 0.901, 3.868], [0.179, 0.076, 5.969], [2.358, -1.101, 5.914], [3.545, -1.394, 3.770], [4.643, -0.276, 2.089], [5.743, -0.133, -0.112], [4.372, -0.227, -2.187], [1.956, -0.492, -2.043], [0.821, 0.666, -3.528], [-0.341, 1.152, -2.855], [-0.434, 2.566, -2.846], [-1.532, 0.513, -3.314], [-0.173, 0.784, -1.349], [-3.185, 3.570, 0.590], [-2.533, 4.875, -0.407], [-1.228, 4.687, -0.453], [-0.296, 5.505, -1.169], [1.002, 5.140, -1.130], [1.409, 3.972, -0.394], [0.617, 3.202, 0.285], [-0.720, 3.546, 0.270], [-1.614, 2.820, 0.910], [-0.644, 6.369, -1.718], [1.755, 5.704, -1.664], [2.459, 3.695, -0.392], [-4.612, 0.228, 0.672], [-3.848, -0.002, 1.812], [-2.531, -0.422, 1.698], [-1.998, -0.595, 0.435], [-2.767, -0.474, -0.704], [-4.087, -0.044, -0.581], [-5.625, 0.596, 0.767], [-4.274, 0.151, 2.796], [-1.950, -0.624, 2.588], [-2.377, -0.674, -1.696], [-4.685, 0.086, -1.473], [-0.369, -2.486, -2.747], [0.581, -3.638, -2.466], [2.066, -3.262, -2.546], [0.317, -4.381, -1.174], [0.496, -5.751, -1.219], [0.306, -6.539, -0.100], [-0.155, -5.964, 1.072], [-0.389, -4.604, 1.185], [-1.101, -4.160, 2.445], [-2.552, -3.810, 2.095], [-0.390, -3.073, 3.237], [-0.055, -3.777, 0.065], [-0.076, -2.398, 0.159], [-0.208, -2.065, -3.738], [-0.219, -1.644, -2.060], [-1.414, -2.778, -2.645], [0.393, -4.359, -3.264], [2.383, -2.724, -1.656], [2.270, -2.644, -3.423], [2.676, -4.164, -2.612], [0.798, -6.205, -2.155], [0.475, -7.606, -0.151], [-0.377, -6.594, 1.924], [-1.137, -5.046, 3.080], [-2.608, -2.992, 1.380], [-3.098, -3.517, 2.994], [-3.059, -4.672, 1.658], [-0.141, -2.216, 2.620], [0.537, -3.448, 3.673], [-1.028, -2.728, 4.054]],
  "forces_ev_per_angstrom": [[-0.03, -0.99, 0.81], [0.00, -0.05, -0.17], [-0.24, 0.02, 0.00], [-0.02, 0.08, 0.02], [0.02, -0.03, 0.01], [0.00, 0.01, -0.04], [0.03, 0.01, 0.07], [0.07, -0.12, -0.14], [0.06, 0.00, 0.03], [0.06, -0.02, 0.01], [-0.05, 0.00, -0.01], [0.03, 0.01, 0.04], [-0.01, 0.06, 0.02], [-0.49, -0.20, -0.03], [0.07, -0.03, -0.16], [-0.07, -0.06, 0.05], [-0.01, -0.05, 0.00], [0.01, 0.01, -0.01], [0.00, 0.02, -0.01], [-0.04, -0.01, 0.00], [0.00, 0.00, -0.03], [-0.02, -0.03, 0.00], [0.00, 0.02, 0.02], [0.01, 0.00, 0.02], [-0.40, 0.12, 0.27], [0.05, 0.24, 0.24], [0.02, -0.39, -0.08], [0.41, 0.17, 0.13], [0.02, -0.38, -0.62], [-0.18, -0.01, 0.03], [0.15, -0.06, 0.08], [0.07, 0.03, -0.10], [-0.17, -0.01, 0.04], [0.17, -0.10, 0.00], [-0.01, 0.07, -0.02], [-0.19, 0.07, 0.03], [0.24, -0.04, -0.03], [-0.01, 0.03, -0.05], [-0.02, -0.03, 0.01], [0.01, -0.02, 0.04], [0.00, 0.03, -0.03], [-0.05, -0.10, 0.11], [-0.09, 0.04, -0.03], [0.01, -0.06, -0.04], [0.35, -0.11, 0.03], [0.06, -0.15, -0.02], [0.01, 0.01, 0.01], [-0.01, -0.06, -0.01], [0.00, -0.01, -0.03], [0.04, 0.05, 0.01], [-0.03, 0.07, 0.07], [0.00, 0.01, 0.02], [-0.09, -0.17, -0.09], [0.10, 0.10, 0.08], [-0.02, -0.07, -0.05], [-0.02, 0.20, 0.14], [0.03, -0.09, 0.02], [-0.02, -0.03, 0.00], [-0.01, -0.10, -0.05], [0.10, 0.14, -0.09], [-0.01, 0.16, -0.08], [-0.02, -0.06, 0.04], [0.02, 0.01, 0.04], [-0.10, -0.14, -0.08], [0.13, 1.62, -0.35], [0.02, 0.04, 0.02], [0.13, 0.33, -0.04], [0.01, -0.02, -0.01], [-0.05, -0.05, 0.00], [0.00, -0.08, -0.04], [-0.01, -0.01, 0.03], [-0.02, 0.00, -0.02], [-0.02, 0.00, 0.01], [0.00, 0.01, 0.01], [0.01, 0.00, -0.02], [-0.01, -0.01, 0.04], [0.00, 0.06, -0.04], [0.02, 0.00, -0.02], [0.01, 0.02, 0.01], [-0.03, 0.07, -0.01], [0.01, 0.02, -0.03], [0.02, -0.02, 0.02]],
  "lowdin_charge": [0.6953, 0.0647, -0.2233, -0.0233, -0.0578, -0.0580, -0.0110, -0.1321, -0.1511, -0.0045, -0.0508, -0.0464, -0.1141, -0.0785, 0.0922, 0.0508, 0.1218, 0.1138, 0.1129, 0.1210, 0.1192, 0.1142, 0.1209, 0.0746, -0.2724, 0.7745, -0.2407, -0.2727, -0.4419, 1.1764, -0.2091, -0.3917, 0.0100, -0.0351, -0.0999, 0.1050, -0.4478, -0.2155, 0.1274, 0.1123, 0.1198, -0.0962, -0.0660, -0.1192, -0.1613, -0.0856, -0.0538, 0.1130, 0.1174, 0.0940, 0.0769, 0.1215, -0.0285, -0.3374, -0.0260, -0.1132, -0.0206, -0.0239, -0.0165, -0.1091, -0.3559, -0.0341, -0.0472, -0.1477, 0.0827, 0.1069, 0.0141, 0.1120, 0.1411, 0.0608, 0.0976, 0.0934, 0.1271, 0.1200, 0.1229, 0.1275, 0.0571, 0.0897, 0.0914, 0.0410, 0.0939, 0.0912]
}


# 2
{
  "formula": "C40H26Cl4NO5PS2V",
  "method": "wB97M-V/def2-TZVPD",
  "charge": -2,
  "homo_energy_ev": [-1.954, -1.975],
  "gap_ev": [6.17, 6.19],
  "multiplicity": 2,
  "symbols": ["V", "C", "C", "C", "C", "C", "C", "P", "C", "C", "C", "C", "C", "C", "C", "C", "C", "C", "C", "C", "C", "C", "C", "C", "H", "H", "H", "H", "H", "H", "H", "H", "H", "H", "H", "H", "H", "H", "H", "H", "Cl", "C", "C", "Cl", "C", "Cl", "C", "O", "C", "O", "C", "Cl", "O", "S", "O", "O", "S", "C", "C", "C", "C", "C", "C", "N", "C", "C", "C", "C", "C", "C", "H", "H", "H", "H", "H", "H", "H", "H", "H", "H"],
  "xyz": [[-0.011, 0.272, -0.218], [1.166, -1.945, -6.435], [0.209, -0.944, -6.473], [-0.373, -0.480, -5.302], [-0.015, -1.022, -4.073], [0.925, -2.051, -4.043], [1.520, -2.497, -5.211], [-0.743, -0.411, -2.483], [-2.104, 0.599, -3.203], [-1.872, 1.977, -3.180], [-2.798, 2.860, -3.711], [-3.971, 2.377, -4.276], [-4.217, 1.014, -4.283], [-3.298, 0.129, -3.738], [-1.458, -2.068, -2.097], [-2.034, -2.901, -3.028], [-2.372, -4.222, -2.697], [-2.087, -4.709, -1.451], [-1.443, -3.902, -0.488], [-1.095, -4.401, 0.788], [-0.468, -3.583, 1.682], [-0.174, -2.244, 1.355], [-0.496, -1.676, 0.139], [-1.125, -2.551, -0.809], [1.633, -2.291, -7.350], [-0.078, -0.509, -7.424], [-1.093, 0.327, -5.344], [1.211, -2.476, -3.093], [2.270, -3.278, -5.168], [-0.952, 2.342, -2.741], [-2.611, 3.926, -3.664], [-4.700, 3.067, -4.686], [-5.145, 0.633, -4.695], [-3.528, -0.929, -3.720], [-2.212, -2.546, -4.036], [-2.831, -4.859, -3.445], [-2.341, -5.732, -1.189], [-1.312, -5.436, 1.035], [-0.186, -3.957, 2.660], [0.320, -1.644, 2.110], [1.811, 3.186, 6.356], [1.427, 2.403, 4.861], [0.230, 1.684, 4.771], [-0.839, 1.546, 6.123], [-0.086, 1.070, 3.563], [-1.510, 0.101, 3.420], [0.758, 1.151, 2.457], [0.411, 0.627, 1.274], [2.051, 1.825, 2.525], [2.843, 1.832, 1.577], [2.293, 2.474, 3.792], [3.786, 3.341, 3.931], [3.166, 1.873, -2.155], [1.857, 1.297, -1.986], [1.133, 1.222, -3.268], [0.969, 2.001, -1.030], [1.987, -0.571, -1.195], [-2.184, 4.694, 2.242], [-1.158, 4.464, 1.340], [-1.073, 3.278, 0.628], [-2.021, 2.253, 0.789], [-3.048, 2.507, 1.729], [-3.126, 3.692, 2.432], [-1.943, 1.021, 0.112], [-3.203, 0.425, -0.080], [-3.491, -0.893, 0.296], [-4.742, -1.454, 0.081], [-5.778, -0.703, -0.447], [-5.540, 0.635, -0.740], [-4.285, 1.181, -0.569], [-2.249, 5.627, 2.790], [-0.401, 5.224, 1.184], [-0.260, 3.154, -0.065], [-3.776, 1.733, 1.924], [-3.923, 3.825, 3.156], [-2.730, -1.457, 0.806], [-4.907, -2.491, 0.355], [-6.760, -1.138, -0.596], [-6.344, 1.257, -1.120], [-4.126, 2.221, -0.817]],
  "forces_ev_per_angstrom": [[-1.17, 0.00, -2.85], [-0.05, 0.01, 0.00], [-0.01, -0.04, -0.13], [0.04, 0.06, 0.10], [0.50, 0.23, 0.08], [-0.03, 0.11, -0.06], [0.02, -0.09, 0.00], [-1.51, -0.93, -1.68], [-0.03, 0.30, 0.37], [0.04, -0.11, 0.07], [-0.06, -0.01, 0.02], [0.02, 0.11, 0.02], [-0.10, -0.08, 0.01], [0.05, -0.04, 0.03], [0.03, 0.01, -0.08], [-0.09, 0.17, 0.10], [-0.03, -0.07, 0.00], [0.00, -0.03, -0.04], [0.02, 0.19, -0.03], [0.04, -0.03, 0.17], [-0.05, -0.17, -0.02], [0.14, 0.35, -0.08], [0.05, -1.14, 0.00], [-0.14, -0.12, 0.09], [0.00, -0.01, 0.01], [-0.01, 0.03, 0.03], [0.07, -0.02, -0.07], [0.02, -0.07, 0.03], [-0.02, 0.00, 0.03], [-0.01, 0.04, 0.00], [0.02, -0.02, -0.03], [0.00, -0.03, -0.01], [0.00, 0.00, 0.01], [0.00, 0.04, 0.02], [0.05, -0.05, -0.01], [-0.04, 0.00, 0.03], [0.03, 0.00, 0.00], [-0.05, 0.01, -0.02], [-0.01, -0.01, 0.00], [0.00, -0.05, -0.02], [0.06, 0.09, 0.12], [-0.10, -0.14, -0.21], [-0.01, 0.03, -0.03], [-0.09, 0.00, 0.15], [0.27, -0.23, -0.62], [-0.18, 0.01, 0.08], [0.28, 0.61, 1.25], [1.40, 0.92, 4.57], [-0.26, -0.24, -0.38], [0.04, 0.06, 0.06], [0.00, 0.03, 0.26], [0.05, 0.02, -0.06], [-0.08, 0.04, 0.48], [1.33, 0.57, -2.36], [0.19, -0.06, 0.16], [-0.68, -0.49, 0.55], [0.10, -0.07, 0.21], [-0.03, 0.08, 0.04], [-0.02, 0.05, 0.06], [-0.11, -0.10, -0.07], [-0.16, 0.27, 0.16], [0.18, -0.16, -0.08], [0.00, -0.01, 0.00], [0.00, 0.27, -0.20], [-0.19, -0.01, 0.26], [0.12, 0.22, -0.02], [-0.06, -0.12, -0.01], [-0.05, -0.03, 0.04], [-0.06, 0.00, -0.09], [0.10, -0.07, -0.30], [0.04, -0.02, 0.02], [0.03, -0.04, -0.03], [0.00, 0.01, -0.02], [-0.05, -0.01, 0.03], [-0.01, -0.01, -0.01], [0.06, -0.11, -0.01], [0.01, 0.02, 0.03], [0.02, 0.00, -0.01], [0.03, 0.01, -0.03], [0.09, 0.09, -0.04]],
  "mulliken_spin": [1.1717, -0.0006, 0.0002, 0.0002, 0.0000, -0.0019, 0.0013, -0.0556, -0.0100, 0.0071, 0.0014, -0.0004, 0.0000, -0.0011, 0.0090, 0.0086, -0.0079, 0.0056, -0.0155, 0.0368, -0.0212, 0.0440, -0.0945, 0.0033, -0.0001, 0.0000, -0.0003, 0.0004, 0.0001, -0.0014, 0.0000, -0.0001, 0.0001, 0.0000, 0.0003, -0.0005, -0.0003, 0.0017, -0.0010, 0.0068, -0.0006, -0.0031, -0.0010, -0.0002, -0.0094, -0.0014, 0.0006, -0.0373, -0.0027, -0.0085, -0.0023, -0.0005, 0.0054, 0.0025, 0.0010, 0.0033, -0.0402, 0.0103, -0.0050, 0.0148, 0.0092, 0.0035, -0.0048, -0.0156, -0.0111, 0.0076, -0.0044, 0.0063, -0.0021, -0.0028, 0.0011, -0.0003, 0.0005, 0.0000, -0.0003, 0.0012, -0.0003, 0.0006, -0.0001, -0.0002]
}


Energy relative to the best compared isomer or geometry (same formula, charge and spin) values, unit kcal per mole, following the record order: 0.0, 43.0.
F_max values, unit Eh/bohr, following the record order: 0.0322, 0.0946.